1.
Computed, not measured: C16H25CaClS3Se as an isolated structure, with ωB97M-V/def2-TZVPD.

The LUMO energy is 0.27 eV. The calculation puts the total energy at -145812.556 eV. As for the HOMO-LUMO gap: 7.5 eV. As for the spin multiplicity: 1. The HOMO energy is -7.20 eV.

Last column: Mulliken charge in e.
Positions of all 47 atoms, in Å:
Ca (-1.006, -0.818, 0.142)  1.036
C (-0.147, 3.583, 1.994)  -0.744
C (1.017, 2.958, 1.236)  -0.915
S (1.017, 1.172, 0.934)  0.138
C (1.699, 0.367, 2.401)  -0.500
C (0.753, -0.017, 3.540)  -0.744
S (-0.931, -0.511, 3.100)  -0.151
C (-1.875, 1.033, 2.909)  -0.112
C (-1.674, 2.147, 3.922)  -1.026
S (-0.181, 3.173, 3.756)  -0.147
H (-1.102, 3.331, 1.535)  0.349
H (-0.045, 4.668, 1.925)  0.462
H (1.963, 3.191, 1.728)  0.361
H (1.065, 3.390, 0.234)  0.438
H (2.517, 0.984, 2.775)  0.534
H (2.117, -0.548, 1.981)  0.201
H (0.696, 0.759, 4.295)  0.365
H (1.158, -0.910, 4.021)  0.445
H (-2.907, 0.685, 2.974)  0.485
H (-1.752, 1.423, 1.897)  0.116
H (-1.618, 1.746, 4.936)  0.399
H (-2.544, 2.804, 3.884)  0.504
Cl (-2.719, 0.537, -1.438)  -0.247
C (-3.414, -0.441, 0.057)  -1.103
H (-4.144, -1.095, -0.425)  0.253
H (-3.989, 0.329, 0.577)  0.183
C (0.531, -0.351, -5.250)  -1.519
C (0.637, -0.991, -3.893)  0.424
C (-0.384, -1.760, -3.374)  -0.842
C (-0.292, -2.360, -2.113)  0.991
C (-1.422, -3.257, -1.671)  -1.291
C (0.859, -2.160, -1.325)  -0.775
Se (0.953, -2.862, 0.464)  -0.070
C (1.921, -1.395, -1.864)  1.287
C (3.201, -1.216, -1.102)  -1.349
C (1.788, -0.834, -3.122)  -0.909
H (-0.431, -0.569, -5.713)  0.349
H (1.316, -0.712, -5.918)  0.347
H (0.634, 0.733, -5.185)  0.332
H (-1.286, -1.912, -3.957)  0.244
H (-2.110, -3.423, -2.498)  0.393
H (-2.036, -2.883, -0.839)  0.240
H (-1.029, -4.211, -1.316)  0.356
H (3.611, -2.181, -0.803)  0.352
H (3.033, -0.656, -0.181)  0.134
H (3.936, -0.681, -1.703)  0.385
H (2.614, -0.255, -3.523)  0.340

2.
Computed, not measured: C16H25Cl3IrO as an isolated structure at a distorted geometry, with ωB97M-V/def2-TZVPD.

The LUMO energy (alpha / beta) is 4.82 / 3.81 eV. The net charge is -2. The calculation puts the total energy at -59445.979 eV. As for the HOMO-LUMO gap (alpha / beta): 3.9 / 4.9 eV. As for the spin multiplicity: 6. The HOMO energy (alpha / beta) is 0.94 / -1.06 eV.

Last column: Mulliken spin population.
Positions of all 46 atoms, in Å:
C (-2.067, 0.595, -1.415)  0.345
C (-1.463, 1.825, -1.312)  0.012
C (-1.468, 2.233, 0.073)  0.124
C (-1.149, 2.727, -2.445)  0.000
C (-2.067, 1.259, 0.843)  0.148
C (-2.345, 0.044, -0.012)  0.218
C (-3.632, -0.673, 0.190)  -0.007
C (-2.705, 0.077, -2.635)  -0.017
C (-1.135, 3.608, 0.521)  0.001
C (-2.688, 1.478, 2.164)  0.003
Ir (-0.767, -1.156, 0.417)  2.726
Cl (3.113, 1.655, -1.050)  0.009
Cl (-0.692, -2.237, -1.637)  0.271
Cl (-0.027, -0.321, 2.457)  0.318
H (-0.934, 2.165, -3.357)  0.000
H (-0.292, 3.366, -2.219)  0.003
H (-2.008, 3.381, -2.657)  0.010
H (-0.264, 4.009, -0.013)  0.006
H (-0.935, 3.627, 1.598)  0.001
H (-1.989, 4.274, 0.321)  0.017
H (-2.026, 2.043, 2.835)  0.005
H (-2.957, 0.540, 2.661)  -0.002
H (-3.617, 2.069, 2.050)  0.014
H (-3.614, -1.184, 1.157)  0.000
H (-3.747, -1.410, -0.616)  -0.005
H (-4.473, 0.033, 0.167)  -0.001
H (-2.051, 0.215, -3.509)  0.005
H (-3.645, 0.622, -2.862)  0.022
H (-2.953, -0.984, -2.547)  0.002
O (-1.539, -2.653, 1.330)  0.312
H (-1.464, -3.378, 0.669)  0.004
C (4.033, -3.017, -0.272)  0.020
C (3.682, -1.741, 0.491)  0.009
C (3.593, -2.083, 1.983)  0.011
C (4.765, -0.698, 0.233)  0.016
C (2.331, -1.296, 0.099)  -0.001
C (1.101, -1.169, 0.156)  0.404
H (5.037, -3.377, -0.032)  0.000
H (3.976, -2.824, -1.345)  -0.003
H (3.315, -3.796, -0.009)  -0.001
H (4.567, -2.333, 2.409)  0.001
H (3.150, -1.249, 2.535)  0.005
H (2.940, -2.957, 2.097)  0.000
H (4.840, -0.516, -0.842)  -0.002
H (4.524, 0.247, 0.727)  -0.002
H (5.749, -1.037, 0.601)  0.001

3.
Computed, not measured: C16H25ClI2N3P2Sn as an isolated structure at a distorted geometry, with ωB97M-V/def2-TZVPD.

The LUMO energy (alpha / beta) is -13.29 / -11.67 eV. The net charge is +3. The calculation puts the total energy at -74572.953 eV. As for the HOMO-LUMO gap (alpha / beta): 4.5 / 6.1 eV. As for the spin multiplicity: 1. The HOMO energy (alpha / beta) is -17.81 / -17.76 eV.

Last column: Mulliken charge in e.
Positions of all 50 atoms, in Å:
I (-4.746, -0.466, -0.525)  -0.046
I (-3.204, -3.738, -1.695)  0.202
Sn (-1.821, -1.131, -0.538)  0.800
P (-1.498, -0.151, -3.208)  0.752
C (-3.004, -0.761, -4.082)  -1.071
C (-1.399, 1.473, -4.051)  -1.297
H (-1.308, 1.394, -5.159)  0.446
H (0.000, -0.457, -5.161)  0.399
H (-0.545, 2.054, -3.663)  0.375
H (0.783, -0.917, -3.612)  0.315
H (-3.867, -0.395, -3.532)  0.314
H (-2.274, 2.097, -3.805)  0.400
C (-0.151, -0.950, -4.183)  -1.116
H (-3.006, -0.419, -5.117)  0.377
H (-0.365, -2.015, -4.337)  0.377
H (-3.048, -1.844, -4.031)  0.295
P (-1.698, -2.275, 1.879)  0.742
C (-3.325, -3.102, 2.074)  -1.071
C (-0.472, -3.622, 1.981)  -1.151
H (-0.493, -0.993, 3.546)  0.358
H (-1.515, -2.253, 4.316)  0.461
H (-2.234, -0.741, 3.683)  0.374
C (-1.465, -1.502, 3.503)  -1.217
H (0.513, -3.235, 1.701)  0.365
H (-0.429, -4.046, 2.999)  0.420
H (-3.418, -3.530, 3.079)  0.410
H (-3.437, -3.887, 1.324)  0.311
H (-0.713, -4.422, 1.272)  0.369
H (-4.117, -2.372, 1.892)  0.305
Cl (0.588, -1.984, -1.002)  -0.422
N (7.823, 2.805, 1.572)  -0.186
C (6.640, 2.743, 1.542)  -0.218
C (5.195, 2.627, 1.447)  0.569
C (4.652, 2.350, 0.177)  -0.712
C (3.253, 2.216, 0.016)  -0.458
C (2.412, 2.407, 1.125)  1.813
C (2.950, 2.770, 2.371)  -0.550
C (4.329, 2.883, 2.510)  -0.806
N (1.063, 2.046, 0.979)  0.288
C (0.053, 2.220, 1.965)  -0.194
C (-1.063, 1.531, 1.491)  -0.973
N (-0.704, 0.908, 0.299)  -0.043
C (0.550, 1.264, -0.001)  -0.268
H (5.339, 2.167, -0.666)  0.447
H (2.831, 1.998, -0.968)  0.473
H (2.270, 2.909, 3.217)  0.276
H (4.775, 3.101, 3.482)  0.473
H (0.209, 2.861, 2.800)  0.519
H (-2.040, 1.507, 1.928)  0.552
H (1.130, 0.876, -0.835)  0.224

4.
Computed, not measured: C16H25F2KNO5S as an isolated structure at a distorted geometry, with ωB97M-V/def2-TZVPD.

The LUMO energy is 2.33 eV. The net charge is -1. The calculation puts the total energy at -61319.587 eV. As for the HOMO-LUMO gap: 6.0 eV. As for the spin multiplicity: 1. The HOMO energy is -3.67 eV.

Last column: Mulliken charge in e.
Positions of all 51 atoms, in Å:
K (0.472, 0.878, -0.150)  1.172
C (-1.150, 1.540, 2.628)  -0.922
C (-0.028, 0.675, 3.170)  -0.331
O (1.121, 0.880, 2.361)  -0.321
C (2.129, -0.120, 2.565)  0.711
C (3.256, 0.130, 1.587)  -0.957
O (2.864, 0.040, 0.217)  -0.400
C (2.700, -1.295, -0.261)  0.396
C (2.439, -1.217, -1.756)  -0.997
O (1.187, -0.634, -2.110)  -0.298
C (0.117, -1.535, -2.372)  -0.925
C (-0.571, -2.076, -1.132)  -0.082
O (-1.209, -0.976, -0.499)  -0.030
C (-1.720, -1.249, 0.800)  0.343
C (-2.437, 0.012, 1.253)  -0.998
O (-1.590, 1.157, 1.332)  -0.205
H (-0.778, 2.560, 2.519)  0.311
H (-1.987, 1.542, 3.333)  0.400
H (-0.316, -0.381, 3.161)  0.201
H (0.183, 0.958, 4.209)  0.411
H (1.691, -1.110, 2.429)  -0.452
H (2.532, -0.053, 3.587)  0.434
H (4.066, -0.576, 1.798)  0.398
H (3.624, 1.150, 1.714)  0.365
H (1.894, -1.814, 0.278)  -0.287
H (3.619, -1.869, -0.094)  0.557
H (2.536, -2.212, -2.200)  0.410
H (3.201, -0.565, -2.184)  0.325
H (0.462, -2.375, -2.985)  0.384
H (-0.612, -0.953, -2.935)  0.250
H (0.132, -2.570, -0.453)  -0.054
H (-1.314, -2.825, -1.435)  0.396
H (-0.906, -1.559, 1.471)  -0.382
H (-2.451, -2.069, 0.764)  0.457
H (-2.942, -0.169, 2.208)  0.432
H (-3.181, 0.249, 0.491)  0.329
S (0.645, 3.802, -1.298)  -0.567
C (-0.745, 3.240, -2.158)  0.024
C (-1.414, 4.056, -3.116)  -0.596
C (-2.523, 3.591, -3.782)  -0.081
C (-3.003, 2.303, -3.514)  -1.065
C (-2.310, 1.566, -2.576)  -0.230
N (-1.223, 1.993, -1.918)  0.174
H (-1.021, 5.046, -3.299)  0.366
H (-3.026, 4.218, -4.512)  0.331
H (-3.873, 1.898, -4.017)  0.379
H (-2.640, 0.558, -2.320)  0.466
F (2.277, -3.375, 2.511)  -0.340
C (0.900, -3.016, 2.277)  -0.567
F (0.513, -3.985, 1.257)  -0.350
H (0.410, -3.466, 3.157)  0.016